[1]
213
Properties=species:S:1:pos:R:3 method="wB97M-V/def2-TZVPD" e_homo_ev=-9.3 orbital_gap_ha=0.2871 charge=+1 lumo_ev=-1.5 fmax_ev_per_a=4.2
C 5.855 -0.474 3.126
H -4.197 -2.993 -3.759
H -4.313 0.872 -8.781
N 0.985 -0.994 -1.831
H -4.290 -0.897 -8.376
H -3.528 3.143 0.317
O 5.977 2.422 0.034
C 2.492 4.753 4.900
H -1.592 -5.009 -0.564
O 3.476 -2.217 3.480
H 4.873 -1.476 1.148
O 4.303 1.208 -0.926
H 4.269 4.344 6.017
H 3.405 3.615 -1.009
H 3.198 -0.600 -6.342
H 7.459 -1.385 -0.651
C -1.114 -0.371 -10.661
H -1.325 3.355 3.709
C -5.845 -1.029 0.921
H -7.074 -0.281 4.646
H -3.232 -4.929 3.593
H -5.181 4.283 -3.506
C -8.890 1.825 2.170
H -6.174 5.578 -2.841
C 5.266 1.997 -0.931
H 8.260 0.361 2.591
H -1.435 1.301 6.501
H -3.675 1.024 -0.717
C -1.569 0.744 -9.736
H 5.447 3.706 -2.128
H -2.862 -3.131 5.294
C 6.608 -1.911 -0.163
H 1.177 -1.273 4.269
H 4.651 -4.066 1.247
C 1.799 -0.257 -1.066
C 4.465 0.988 4.463
H 1.580 -0.940 5.921
C 0.210 -1.104 0.201
C 7.207 -2.159 2.180
H 5.488 -0.130 0.128
H -1.627 -1.619 3.938
C 3.419 5.028 6.005
O 1.754 -3.616 3.310
C -2.250 5.029 0.257
H -1.287 -1.175 7.618
C 5.768 -1.014 0.701
N -0.321 -1.796 5.684
C 1.921 0.234 1.376
C 2.026 7.866 -0.240
H -4.083 1.212 3.133
H 4.899 0.516 5.314
C -5.013 0.202 4.462
C -0.435 -5.983 -2.828
C 2.967 -5.203 0.608
C -3.856 -0.076 -8.948
H 3.479 -5.441 4.302
H -6.265 -0.196 6.197
N -7.314 0.581 0.708
H 3.970 1.847 4.809
H -1.497 -0.228 -11.610
H -2.835 2.154 -4.880
H -1.382 4.876 2.745
C 0.119 0.452 5.077
H -4.630 -4.473 -3.011
O -3.996 -0.359 4.811
C 2.666 4.061 -0.340
H -3.823 -0.673 -1.008
N -2.628 3.658 0.673
H -0.272 -1.326 1.168
H 3.002 0.357 1.164
H 0.054 0.619 7.197
H -2.236 -1.074 6.125
H 6.595 -2.732 2.873
H -1.439 1.048 -4.817
N 0.227 -5.493 -1.618
H -0.038 -0.244 -10.755
C 1.817 6.346 -0.024
C -1.985 -3.473 4.773
H -9.667 2.597 2.194
N 2.859 5.517 -0.287
C -1.249 -0.918 6.535
C 1.130 -0.983 -3.235
C -6.314 0.237 5.190
H 4.700 -4.301 4.640
H 4.251 -3.815 -0.509
H -5.203 -3.172 -2.194
H -3.919 -0.387 -9.987
H -4.111 0.633 -6.349
H -1.252 5.036 -0.225
H -0.722 1.105 -9.144
H -9.222 0.921 2.698
C -2.223 3.088 1.813
H -5.297 -1.935 1.107
H -0.242 3.656 2.239
H 1.540 5.944 3.816
H 2.704 4.896 6.890
H -0.980 -1.979 -1.427
C -8.505 1.438 0.720
H 4.947 -1.115 3.137
H -2.161 5.712 1.098
H -1.362 -5.444 -2.926
C -1.592 -1.693 -10.080
H -9.315 0.929 0.299
H 8.434 -0.141 0.878
H 2.759 -5.191 1.703
H -8.174 2.350 0.156
H 3.015 8.184 -0.543
H 1.684 3.900 -0.783
C -2.513 1.104 -5.039
N 1.672 -5.149 -0.035
O -1.907 -3.233 -2.881
C 3.066 0.015 -7.209
H 2.682 0.234 -1.408
H 6.110 -2.448 -0.995
O 2.264 5.954 4.356
H 1.882 -0.494 2.242
C -0.076 -1.534 -1.060
N 1.312 -0.341 0.201
C -6.098 4.465 -2.876
H 3.474 -6.113 0.267
N 6.617 -0.766 1.883
H 6.885 -3.866 0.857
N -5.283 0.030 0.202
H -3.033 0.630 -4.183
H 3.714 6.049 5.970
H -2.985 5.420 -0.441
H 3.305 -3.069 0.746
C -1.056 -2.403 4.457
C -0.504 -5.196 -0.448
O 1.927 3.716 4.559
H 0.839 1.282 4.869
C 0.412 -4.815 0.439
C 0.775 -0.863 5.174
O -7.001 3.477 -0.928
H 2.134 -1.229 -3.555
C -7.143 -0.684 1.205
H 3.301 -4.340 5.737
H 1.537 8.356 0.556
C 7.690 0.246 1.621
H 2.301 -5.986 -1.877
H 2.665 3.711 0.695
H 0.402 -4.547 1.490
H -3.339 -0.037 0.633
H 6.508 -0.718 4.002
H -2.208 1.484 -10.238
H -6.033 1.947 -0.336
C 7.287 -2.901 0.792
H -3.054 -3.255 2.927
H -8.034 2.192 2.726
C -6.179 0.981 0.180
H 8.357 -3.010 0.671
H 4.930 2.330 -3.092
H 0.219 1.195 2.079
H -0.468 -3.329 7.126
C 0.298 -2.813 6.565
H 4.750 1.236 2.343
H -0.643 -7.100 -2.768
O -4.975 0.938 3.357
C 1.487 0.353 -7.300
H 3.570 0.349 4.295
H -1.464 -4.213 5.393
C 3.615 -4.413 4.662
H 1.148 -2.428 7.147
C -2.128 0.773 -7.441
H 6.597 2.450 -2.545
C 5.579 2.623 -2.275
H 0.851 -0.026 -3.670
H 1.361 8.181 -1.083
H -0.794 -1.037 -8.271
C 2.910 -3.315 3.745
H 0.235 -5.717 -3.667
H 3.550 -0.428 -8.071
H 1.644 1.977 2.671
C -2.559 -4.053 3.434
H 8.240 -2.001 2.541
H -1.103 0.508 -7.141
C -1.269 3.781 2.695
H 3.631 0.924 -7.038
O 0.730 5.831 0.331
O 0.983 0.346 -8.482
C 1.501 -5.535 -1.282
C 1.224 1.503 1.759
H 1.220 2.167 0.921
H 0.491 -1.780 -3.608
C -4.280 -3.443 -2.777
H -2.162 1.831 -7.672
H -0.864 -2.471 -10.174
C 5.377 0.989 3.242
H -1.777 -4.423 2.801
H -2.384 -2.002 -7.982
H -2.801 -0.657 -6.041
C -0.671 0.521 6.391
C -3.941 0.099 -0.272
H -7.874 -1.354 1.598
O -2.652 1.930 2.132
H -2.510 -2.038 -10.559
H 6.150 1.733 3.314
H -0.625 0.504 4.223
O -4.797 3.751 -1.016
C -1.809 -1.334 -8.666
O 0.873 0.441 -6.201
O -2.905 -3.509 -0.773
C 3.851 -3.936 0.472
N -2.404 0.049 -8.718
H -0.348 -2.757 3.687
H 0.751 -3.533 5.849
H -6.981 4.046 -3.365
C -2.867 -3.414 -2.036
H -6.577 1.313 5.210
C -3.020 0.408 -6.273
H 7.283 1.144 1.195
C -5.973 3.903 -1.479
H 3.767 5.782 -0.623

[2]
44
Properties=species:S:1:pos:R:3 method="wB97M-V/def2-TZVPD" e_homo_ev=-6.8 orbital_gap_ha=0.3370 charge=-1 lumo_ev=2.4 fmax_ev_per_a=2.8
H 0.745 -0.101 4.075
O -4.770 -2.468 0.048
H 3.943 -1.980 0.571
O 0.934 -0.980 3.705
H 0.630 -0.826 2.771
H -0.058 1.746 0.842
H 2.866 -0.574 -3.475
H -2.110 0.313 -3.175
O -1.534 -0.994 -1.572
O 3.991 1.233 1.618
H 3.934 -1.415 -2.654
O 4.540 -2.172 1.285
O -4.569 1.630 -1.619
O 3.467 2.169 -1.664
H 3.656 1.491 0.752
O -2.107 0.114 -4.117
H -0.990 -1.534 -2.184
H -1.461 0.534 0.788
H -1.735 2.424 -0.972
H 0.944 1.074 0.077
H -0.929 3.735 -1.123
H -1.812 -1.033 4.463
O 1.601 -1.287 0.096
H -4.147 -2.288 0.794
H 3.779 3.091 -1.693
H -2.473 0.461 -0.308
H 0.842 -0.887 0.559
O 3.792 -0.728 -3.299
O 0.436 1.912 0.022
H -0.968 -2.200 4.403
O -0.571 -0.665 1.585
H -0.815 -1.460 2.059
O -2.156 1.125 0.331
H 4.500 -1.695 2.105
H -4.731 0.730 -1.884
H -1.002 -1.168 -0.784
O -1.606 3.220 -1.563
O -1.644 -1.827 4.989
H 1.920 -1.942 0.717
H -4.498 -3.412 0.091
H -3.670 1.949 -1.693
H -1.638 -0.672 -4.386
H 2.645 2.136 -1.166
H 4.893 1.428 1.326

[3]
55
Properties=species:S:1:pos:R:3 method="wB97M-V/def2-TZVPD" e_homo_ev="-6.7 / -6.6" orbital_gap_ha="0.1721 / 0.1871" charge=0 lumo_ev="-2.0 / -1.5" fmax_ev_per_a=11.2
N -2.555 -0.377 -2.496
H 5.922 0.207 1.491
H -4.134 1.288 -2.251
C -3.883 0.182 1.796
C -0.845 3.859 -2.470
H -4.492 0.096 2.629
H 1.111 2.949 -1.856
C -2.482 -0.082 1.662
H -1.816 -0.397 2.444
H 1.696 -1.587 -2.708
C 0.046 2.849 -2.002
C 1.374 -1.836 4.625
N -1.956 1.978 -1.989
C 2.518 0.441 1.127
C 2.490 1.716 0.483
H -0.081 -2.603 -0.179
C 3.792 -0.049 1.544
H -5.220 0.892 0.099
H -0.631 4.846 -2.766
C 4.962 0.621 1.192
C -1.181 -2.108 -2.860
N -1.357 -0.986 -2.106
H 5.835 2.323 0.169
C 1.826 -0.549 -2.113
C -0.137 -3.045 3.182
N -3.175 0.569 -0.300
C -4.284 0.600 0.485
C 4.914 1.809 0.454
H -0.389 -2.726 -2.767
H -3.087 3.598 -2.722
C -3.194 -1.056 -3.512
H 1.515 2.144 0.243
C -2.120 3.245 -2.452
H 1.836 -1.686 5.598
H -2.474 -2.974 -4.526
H 2.450 -0.206 3.720
C -2.311 -2.293 -3.849
H 3.846 -0.971 2.121
N -0.624 1.702 -1.735
C 0.187 -2.215 2.124
H 0.164 -3.517 5.273
H 2.578 -0.766 -1.315
C 1.117 -1.145 2.287
Ca 0.297 -0.674 -0.992
C 3.666 2.352 0.105
H -0.860 -3.844 3.020
H -4.093 -0.767 -3.939
C 0.441 -2.861 4.445
C 1.719 -0.999 3.569
N 1.338 -0.250 1.265
H 3.612 3.279 -0.461
N -2.080 0.112 0.395
H -0.268 -2.367 1.140
B -3.077 0.897 -1.826
H 1.556 0.378 -2.494

Q: The highest charge belongs to which entry?
A: C62H124N11O16

Q: Look up the charge of the second one.
A: -1